1.
{"formula": "C6H7CsMgO6", "method": "ωB97M-V with the def2-TZVPD basis set", "elements": ["Mg", "O", "O", "C", "C", "O", "C", "H", "H", "H", "H", "Cs", "O", "O", "C", "C", "O", "C", "H", "H", "H"], "positions_angstrom": [[-0.5106, -3.3251, -0.6311], [0.3205, -1.5095, -0.1185], [-0.2222, 0.1743, -1.7144], [-0.7000, -0.3557, -2.9507], [-1.9810, -1.0599, -2.5315], [-1.6636, -1.4977, -1.2006], [-0.5795, -0.6923, -0.7093], [-0.8624, 0.4754, -3.6437], [0.0354, -1.0579, -3.3698], [-2.2220, -1.9368, -3.1409], [-2.8404, -0.3778, -2.4919], [6.4896, 3.7242, 6.2085], [2.9449, 0.5228, 3.2429], [0.9118, 0.3796, 2.3113], [0.0998, 0.8264, 1.3821], [-0.7444, -0.1169, 0.6603], [1.9772, 2.4062, 2.5814], [2.0638, 1.1818, 2.6924], [-0.2843, 1.8122, 1.6895], [-1.2746, -0.7655, 1.3734], [-0.9580, 1.1919, 0.3606]], "forces_ev_per_a": [[0.54, 1.63, 0.18], [1.28, -3.67, -2.07], [-0.07, -0.42, -0.07], [0.13, 0.02, -0.14], [-0.37, 0.20, -0.44], [-0.02, -0.51, 0.11], [1.09, -0.06, 1.52], [0.07, -0.23, 0.17], [-0.14, 0.15, 0.03], [0.00, 0.24, 0.11], [0.23, -0.19, 0.03], [-0.20, -0.12, -0.17], [-0.38, -0.73, -0.57], [0.70, -1.64, -0.46], [1.32, 0.53, 1.72], [-2.66, 5.80, 0.29], [-0.83, -0.18, -0.92], [1.58, 1.52, 2.30], [0.47, 0.17, -0.59], [-0.48, 0.35, -0.58], [-2.25, -2.87, -0.45]], "mulliken_spin": [-0.166, 0.174, 0.008, -0.001, -0.002, -0.013, -0.090, -0.001, 0.000, -0.001, -0.002, 0.000, 0.019, 0.130, 0.582, 0.182, 0.002, 0.011, 0.014, 0.050, 0.103], "e_above_lowest_ev": 0.000, "homo_ev": [-8.261, -9.421], "e_lumo_ev": [-5.255, -5.105], "homo_lumo_gap_ev": [3.006, 4.316], "charge": 1, "multiplicity": 2}



2.
{"formula": "C6H7CuO", "method": "ωB97M-V with the def2-TZVPD basis set", "elements": ["C", "C", "C", "C", "O", "Cu", "H", "H", "H", "H", "C", "H", "H", "C", "H"], "positions_angstrom": [[0.7319, 0.4596, -0.8290], [-0.3633, -0.3343, -0.8867], [-0.8814, -0.9441, 0.4046], [-2.1470, -1.7224, 0.2459], [-2.7983, -1.7728, -0.7874], [-2.1802, -0.7850, -2.4972], [1.1564, 0.8638, -1.7613], [-1.0910, -0.2302, 1.2284], [-0.1661, -1.6516, 0.8736], [-2.5490, -2.2149, 1.1548], [2.3501, 1.9554, 0.3770], [2.6738, 2.4278, -0.5558], [2.8829, 2.2332, 1.2886], [1.3564, 1.0504, 0.3867], [1.0247, 0.6652, 1.3576]], "forces_ev_per_a": [[-0.68, 0.76, -0.16], [-0.28, 0.04, -0.52], [0.11, -0.09, -0.04], [-0.27, 0.57, -0.29], [-0.39, -0.52, 0.63], [1.78, 0.32, 1.30], [-0.25, -0.16, 0.31], [-0.03, -0.06, -0.26], [-0.10, 0.19, -0.21], [0.11, -0.08, -0.30], [-0.31, -0.27, -0.13], [0.03, -0.32, 0.26], [-0.39, 0.12, -0.24], [0.49, -0.57, -0.09], [0.17, 0.05, -0.27]], "nbo_charge": [-0.335, -0.389, -0.622, 0.497, -0.652, 0.753, 0.191, 0.240, 0.243, 0.130, -0.404, 0.189, 0.196, -0.220, 0.183], "homo_ev": [-7.435, -7.435], "e_lumo_ev": [-0.615, -0.615], "homo_lumo_gap_ev": [6.820, 6.819], "multiplicity": 1}



3.
{"formula": "C6H7FIN", "method": "ωB97M-V with the def2-TZVPD basis set", "elements": ["C", "C", "C", "C", "C", "C", "N", "F", "I", "H", "H", "H", "H", "H", "H", "H"], "positions_angstrom": [[-0.5543, 1.3732, 1.5411], [-0.9365, 2.1119, 0.3749], [-0.1005, 0.0900, 1.6933], [-0.8536, 1.7451, -0.9013], [0.4498, -1.6426, -0.0071], [0.7970, -2.7006, -0.9181], [0.0714, -0.7981, 0.7160], [-1.4379, 2.5714, -1.8369], [2.6891, 0.8049, -1.1653], [-0.8811, 1.9435, 2.4704], [-1.4687, 3.0511, 0.4378], [0.1810, -0.3111, 2.6543], [-0.7854, 0.8317, -1.4400], [0.5505, -3.7690, -0.5325], [1.9758, -2.6622, -1.2390], [0.3035, -2.6391, -1.8475]], "forces_ev_per_a": [[-1.61, 2.39, 1.21], [0.22, -0.89, 0.29], [0.20, -0.46, -0.02], [-1.07, 0.12, -1.60], [-0.08, -0.18, -0.47], [3.00, -1.92, 0.51], [0.26, -0.02, 0.13], [0.17, 0.54, 0.17], [-0.08, 0.06, -0.01], [0.92, -1.13, -1.02], [0.30, 0.28, 0.61], [-0.13, 0.10, 0.17], [0.87, -1.03, 0.41], [0.50, 1.88, -0.31], [-2.57, -0.18, 0.98], [-0.91, 0.45, -1.04]], "mulliken_spin": [0.339, -0.098, -0.031, 0.314, 0.409, -0.037, 0.040, 0.018, 0.935, 0.028, 0.002, -0.008, 0.005, 0.019, 0.057, 0.010], "homo_ev": [-5.684, -8.153], "e_lumo_ev": [0.512, -3.061], "homo_lumo_gap_ev": [6.195, 5.092], "multiplicity": 3}



4.
{"formula": "C6H7FN2", "method": "ωB97M-V with the def2-TZVPD basis set", "elements": ["C", "C", "C", "C", "C", "C", "N", "N", "F", "H", "H", "H", "H", "H", "H", "H"], "positions_angstrom": [[-0.6673, -1.4781, -0.2269], [-0.6789, -2.7848, 0.2971], [0.4439, -0.8414, 0.2995], [-0.0610, 1.7362, -0.5850], [0.9158, 0.4520, 0.1488], [-0.0697, 3.1780, -0.9846], [0.3897, -2.9747, 1.0990], [1.0513, -1.8226, 1.0458], [-1.0155, 3.4761, -1.9955], [-1.5719, -1.1756, -0.7566], [-1.4256, -3.5961, 0.2858], [-0.6467, 1.1718, -1.3296], [-0.3118, 1.4869, 0.5968], [1.5656, 0.9033, 0.9623], [0.1740, 4.0932, -0.4974], [1.9082, -1.8244, 1.6406]], "forces_ev_per_a": [[-1.98, -1.36, -0.30], [0.87, -0.39, 1.33], [-0.63, -1.00, -0.39], [0.23, -1.62, 1.65], [1.20, 5.01, -0.08], [-0.91, -2.35, -0.76], [-0.96, -0.09, -1.03], [1.57, -0.04, 1.56], [1.42, -0.79, 1.35], [0.83, 0.69, -0.07], [0.46, 0.76, -0.42], [-0.13, 0.39, 0.70], [-0.71, 0.89, -1.82], [-0.56, -0.83, -1.19], [0.45, 0.08, 0.56], [-1.14, 0.65, -1.10]], "nbo_charge": [-0.329, -0.065, 0.005, -0.515, -0.174, 0.224, -0.245, -0.326, -0.359, 0.235, 0.217, 0.247, 0.291, 0.205, 0.173, 0.416], "e_above_lowest_ev": 5.869, "homo_ev": [-7.826, -7.442], "e_lumo_ev": [-0.530, -0.062], "homo_lumo_gap_ev": [7.296, 7.380], "multiplicity": 1}



5.
{"formula": "C6H7FN2S", "method": "ωB97M-V with the def2-TZVPD basis set", "elements": ["H", "N", "N", "S", "C", "C", "C", "C", "C", "C", "F", "H", "H", "H", "H", "H", "H"], "positions_angstrom": [[-2.5842, 1.2134, 0.3420], [-1.6079, 1.1151, 0.0836], [-1.1281, 0.7067, 1.1568], [-1.8410, 0.3669, 2.5805], [0.3285, 0.2824, 1.0264], [0.9636, 1.0517, -0.0749], [0.4505, 0.6210, -1.4284], [0.2300, -0.6822, -1.6358], [0.1630, -1.7414, -0.6736], [0.2241, -1.5266, 0.6352], [0.3596, -2.2943, 1.7186], [0.5804, 0.3860, 2.0241], [2.0355, 0.8012, 0.0765], [1.1228, 2.1780, 0.0359], [0.5336, 1.1839, -2.2637], [0.0188, -0.9498, -2.6555], [0.1509, -2.7119, -0.9478]], "forces_ev_per_a": [[-0.80, 0.47, -0.55], [-1.12, 0.50, 0.56], [1.82, -1.37, -1.07], [-0.76, 0.01, 0.94], [-2.88, -2.62, -1.35], [1.95, 1.15, -0.02], [1.40, -3.00, 2.75], [-0.60, 0.98, -1.03], [0.43, 1.26, 2.65], [0.78, 5.34, 0.97], [-0.34, 0.10, -1.20], [1.75, 0.09, 1.66], [-0.15, -0.45, -0.76], [-1.28, -1.28, 0.23], [0.06, 2.22, -2.17], [-0.11, -0.30, -0.25], [-0.15, -3.11, -1.35]], "nbo_charge": [0.332, -0.345, -0.164, -0.088, -0.084, -0.515, -0.107, -0.235, -0.354, 0.487, -0.300, 0.235, 0.247, 0.248, 0.208, 0.212, 0.223], "e_above_lowest_ev": 2.124, "homo_ev": [-8.591, -8.591], "e_lumo_ev": [-0.184, -0.185], "homo_lumo_gap_ev": [8.407, 8.406], "multiplicity": 1, "smiles": "[H]/N=[N+](\\[S-])[C@@H]1CC=CC=C1F"}



6.
{"formula": "C6H7FN6", "method": "ωB97M-V with the def2-TZVPD basis set", "elements": ["C", "C", "C", "N", "N", "C", "C", "N", "N", "N", "N", "C", "F", "H", "H", "H", "H", "H", "H", "H"], "positions_angstrom": [[-1.5721, 2.2511, 1.9916], [-1.7928, 0.8314, 1.4985], [-0.5944, 0.3048, 0.7535], [0.4123, -0.3564, 1.4176], [1.1966, -0.9970, 0.4322], [0.7861, -0.5062, -0.7376], [1.3626, -1.0890, -1.8928], [1.0293, -0.9196, -3.1461], [1.7996, -1.7857, -3.8749], [2.7097, -2.3773, -3.1355], [2.2766, -2.1513, -1.8648], [-0.4274, 0.3106, -0.5985], [-1.0914, 1.0560, -1.5520], [-0.8450, 2.2854, 2.7901], [-1.2187, 2.8379, 1.1663], [-2.4917, 2.5647, 2.3773], [-2.6806, 0.9288, 0.7313], [-2.0392, 0.1340, 2.2804], [0.4388, -0.7088, 2.3535], [2.7417, -2.6132, -0.9901]], "forces_ev_per_a": [[0.90, -1.16, 0.14], [-0.75, 0.76, -2.29], [-1.87, 0.70, 1.55], [0.11, -0.78, -4.31], [-0.45, 1.67, 0.91], [-1.64, 0.03, 1.58], [1.29, -2.87, -1.52], [0.32, -0.59, -0.10], [1.94, 0.95, 0.19], [-3.50, -0.38, 0.49], [1.56, 1.14, 2.04], [2.26, -0.34, -0.28], [0.83, -1.43, 1.63], [0.33, 0.07, 0.21], [-0.04, 0.60, -0.27], [-1.32, 1.07, 0.50], [1.63, -0.68, 1.48], [-0.38, -0.19, 0.34], [-0.17, -0.08, 0.14], [-1.06, 1.52, -2.44]], "nbo_charge": [-0.592, -0.423, 0.111, -0.354, -0.249, 0.031, 0.290, -0.273, -0.072, -0.040, -0.377, 0.306, -0.295, 0.201, 0.216, 0.212, 0.230, 0.214, 0.419, 0.447], "e_above_lowest_ev": 0.000, "homo_ev": -9.632, "e_lumo_ev": 0.263, "homo_lumo_gap_ev": 9.894, "multiplicity": 1, "smiles": "CCc1[nH]nc(-c2nnn[nH]2)c1F"}



7.
{"formula": "C6H7IS2", "method": "ωB97M-V with the def2-TZVPD basis set", "elements": ["C", "C", "C", "S", "S", "C", "C", "C", "I", "H", "H", "H", "H", "H", "H", "H"], "positions_angstrom": [[-2.7652, 0.8081, -0.0575], [-1.6079, 0.7799, -0.6866], [-0.3002, 0.5869, -0.0611], [0.8698, 1.7535, -0.6566], [2.6232, 1.4144, 0.3799], [2.6695, -0.2161, 0.6172], [1.7429, -1.1741, 0.4080], [0.4169, -1.1018, -0.3499], [-1.0414, -2.5443, 0.2246], [-3.7833, 1.0681, -0.4093], [-2.8795, 0.4929, 1.0673], [-1.5154, 1.3589, -1.5763], [-0.4780, 0.5391, 1.0177], [3.6176, -0.5896, 1.0531], [2.1466, -2.2160, 0.4766], [0.2845, -0.9601, -1.4471]], "forces_ev_per_a": [[-1.86, -1.08, 3.13], [0.13, 1.76, -0.28], [0.79, -3.97, 2.03], [0.19, 0.49, -0.47], [-0.17, 2.31, -0.01], [-0.22, -3.08, 0.47], [0.16, -1.45, -2.05], [-1.28, 3.97, 0.21], [0.35, 0.05, 0.08], [1.14, 0.05, -0.52], [0.67, 0.35, -2.17], [-0.41, -0.30, -1.42], [0.58, 0.37, 0.01], [-0.56, 0.55, -0.20], [-0.63, 0.94, 0.44], [1.11, -0.97, 0.74]], "nbo_charge": [-0.326, -0.258, -0.407, 0.151, 0.255, -0.425, -0.296, -0.364, 0.115, 0.215, 0.192, 0.205, 0.227, 0.253, 0.225, 0.240], "homo_ev": -8.384, "e_lumo_ev": 0.289, "homo_lumo_gap_ev": 8.673, "multiplicity": 1, "smiles": "C=C[C@@H]1SSC=C[C@H]1I"}



8.
{"formula": "C6H7IrLiO6", "method": "ωB97M-V with the def2-TZVPD basis set", "elements": ["Ir", "O", "O", "C", "C", "O", "C", "H", "H", "H", "H", "Li", "O", "O", "C", "C", "O", "C", "H", "H", "H"], "positions_angstrom": [[3.2113, -0.0708, 0.3338], [1.8069, 1.3977, 0.4021], [1.3241, 2.2043, -1.6603], [-0.0102, 2.5937, -1.2815], [-1.0215, 1.5643, -1.7690], [3.1615, 1.0477, -1.2792], [2.1001, 1.5560, -0.8269], [-0.0620, 2.7307, -0.1957], [-0.1820, 3.5539, -1.7778], [-0.9119, 1.3995, -2.8469], [-2.0234, 1.9754, -1.5777], [0.5043, 0.1505, 1.2217], [-1.0453, 0.2657, 0.2300], [-0.6296, -0.7880, -1.6879], [0.0738, -2.6577, -0.5134], [1.3801, -2.1155, -0.4648], [1.7911, -1.3140, 0.4594], [-0.9096, 0.2473, -1.0140], [-0.4969, -2.7477, 0.4109], [-0.1480, -3.3553, -1.3186], [2.0052, -2.2569, -1.3569]], "forces_ev_per_a": [[6.16, -1.71, 2.13], [-1.62, 1.29, 0.55], [0.82, -0.69, 0.23], [-0.18, 0.23, 0.63], [-0.03, -0.07, -0.99], [0.37, 0.89, -1.28], [-2.01, 2.84, -2.31], [-0.03, 0.06, -0.27], [-0.02, -0.27, 0.07], [-0.07, 0.13, 0.12], [0.07, -0.33, 0.00], [-0.34, 0.19, 0.57], [0.61, -1.09, -1.18], [-0.46, 0.43, -0.46], [1.94, -1.79, 1.60], [-0.84, -0.28, -1.09], [-3.29, -2.95, 0.33], [-0.72, 2.23, 1.41], [-0.30, 0.46, -0.30], [-0.18, 0.45, -0.09], [0.09, -0.02, 0.36]], "mulliken_spin": [2.629, 0.159, 0.005, 0.012, 0.043, 0.181, -0.014, 0.001, 0.005, 0.003, 0.007, 0.004, 0.088, 0.843, 0.489, 0.197, 0.324, -0.018, 0.020, 0.018, 0.004], "e_above_lowest_ev": 0.451, "homo_ev": [-17.602, -18.127], "e_lumo_ev": [-8.537, -12.663], "homo_lumo_gap_ev": [9.065, 5.464], "charge": 2, "multiplicity": 6}



Q: Which formula does entry 4 have?
A: C6H7FN2